Formula: C6H8N2
Source: the Open Molecules 2025 dataset
Level of theory: wB97M-V/def2-TZVPD

```
16
C6H8N2 (wB97M-V/def2-TZVPD)
C -2.3702 0.2137 0.1253
C -1.7930 -1.0486 0.1014
N -0.4420 -0.8288 0.0537
C -0.1472 0.4867 0.0092
N 1.2845 0.8743 -0.0985
C 1.9949 -0.4668 -0.7286
C 2.2282 -0.0273 0.6444
C -1.3502 1.2442 -0.0608
H -3.4451 0.4555 -0.4625
H -2.0334 -2.2813 -0.1655
H 0.2163 -1.5157 0.3828
H 2.8761 -0.3719 -1.2822
H 1.0826 -1.2142 -0.8759
H 3.1532 0.5741 0.8531
H 2.0611 -0.7559 1.5530
H -1.1831 2.3802 -0.2349
```

Output
E_LUMO	0.02906	hartree
energy	-342.7501	a.u.
SMILES	c1c[nH]c(N2CC2)c1
ΔE to the lowest compared entry with this formula, charge and spin	115.3	kcal/mol